{
  "formula": "C15H22Cl28N2OSSb",
  "method": "ωB97M-V/def2-TZVPD",
  "elements": ["Cl", "Sb", "C", "C", "C", "C", "S", "C", "N", "N", "C", "O", "H", "H", "H", "H", "H", "H", "H", "H", "H", "H", "H", "H", "H", "C", "Cl", "Cl", "Cl", "H", "C", "Cl", "Cl", "Cl", "H", "C", "Cl", "Cl", "Cl", "H", "C", "Cl", "Cl", "Cl", "H", "C", "Cl", "Cl", "Cl", "H", "C", "Cl", "Cl", "Cl", "H", "C", "Cl", "Cl", "Cl", "H", "C", "Cl", "Cl", "Cl", "H", "C", "Cl", "Cl", "Cl", "H"],
  "xyz": [[1.137, 2.258, 0.068], [-0.724, 0.569, -0.419], [-2.286, -0.941, -0.815], [-1.979, -1.596, -2.151], [-0.881, -2.612, -1.930], [0.035, -3.001, -3.100], [-0.444, -2.513, -4.756], [0.125, -0.900, -4.742], [-0.414, 0.033, -5.364], [0.393, 1.182, -5.148], [1.294, 0.811, -4.386], [1.228, -0.501, -4.105], [-1.696, 1.388, 0.798], [-1.331, 1.590, -1.674], [0.372, -0.128, -1.623], [0.032, -0.466, 0.769], [-3.225, -0.423, -0.898], [-2.303, -1.712, -0.065], [-2.851, -2.129, -2.494], [-1.709, -0.812, -2.836], [-0.232, -2.290, -1.140], [-1.354, -3.508, -1.578], [1.023, -2.637, -2.898], [0.117, -4.063, -3.165], [2.049, 1.440, -3.990], [1.095, 1.887, 3.760], [2.597, 2.471, 4.503], [1.311, 0.322, 3.023], [-0.196, 1.855, 4.978], [0.813, 2.579, 2.974], [-0.069, 4.625, -7.439], [1.527, 4.421, -8.173], [0.066, 5.272, -5.813], [-1.096, 5.647, -8.449], [-0.529, 3.649, -7.359], [0.658, -2.243, 5.878], [2.108, -1.818, 6.788], [0.875, -3.772, 5.031], [-0.749, -2.312, 6.944], [0.485, -1.469, 5.142], [3.462, -2.431, -0.263], [3.302, -1.304, -1.608], [3.410, -1.573, 1.269], [2.207, -3.673, -0.345], [4.422, -2.921, -0.347], [1.822, 3.799, 7.808], [0.361, 4.783, 7.843], [3.260, 4.814, 7.673], [1.917, 2.762, 9.233], [1.778, 3.165, 6.931], [-3.938, 4.211, -2.895], [-2.367, 4.606, -3.589], [-3.828, 2.888, -1.746], [-4.661, 5.647, -2.152], [-4.585, 3.898, -3.703], [2.379, -7.611, 5.687], [4.095, -7.440, 5.318], [1.947, -6.680, 7.117], [1.393, -7.160, 4.293], [2.186, -8.653, 5.900], [-4.691, 9.435, -0.426], [-4.433, 9.339, 1.317], [-3.205, 9.093, -1.303], [-5.991, 8.352, -0.928], [-4.994, 10.446, -0.661], [1.835, -7.681, -0.932], [3.517, -8.028, -1.340], [1.676, -7.253, 0.769], [1.195, -6.405, -1.961], [1.255, -8.577, -1.103]],
  "homo_energy_ha": -0.171,
  "max_force_ev_per_a": 3.6,
  "total_energy_ha": -14293.18943,
  "charge": -1
}

=====

{
  "formula": "C2H3N3O2",
  "method": "ωB97M-V/def2-TZVPD",
  "elements": ["C", "C", "N", "N", "N", "O", "O", "H", "H", "H"],
  "xyz": [[0.869, 2.154, 0.160], [-0.024, 1.336, 0.672], [1.714, 2.851, -0.229], [0.510, -0.739, 0.433], [-1.298, 1.118, 0.810], [-1.876, 0.079, 0.766], [-1.813, 2.283, 0.875], [0.509, -1.296, -0.450], [1.478, -0.556, 0.985], [-0.149, -1.228, 0.917]],
  "homo_energy_ha": -0.350,
  "max_force_ev_per_a": 5.5,
  "total_energy_ha": -392.49796,
  "relative_energy_ev": 8.043
}

=====

{
  "formula": "C7H12AgNaO4",
  "method": "ωB97M-V/def2-TZVPD",
  "elements": ["C", "C", "O", "Na", "H", "H", "H", "H", "H", "C", "C", "H", "H", "H", "O", "C", "O", "O", "C", "C", "Ag", "H", "H", "H", "H"],
  "xyz": [[0.846, 3.244, 2.907], [-0.098, 2.811, 4.035], [-1.235, 2.090, 3.575], [-3.359, 2.422, 4.273], [1.518, 4.022, 3.305], [-0.762, 1.311, 2.622], [0.228, 3.695, 2.110], [-0.312, 3.713, 4.638], [0.491, 2.182, 4.734], [1.681, 2.097, 2.321], [2.715, 1.584, 3.216], [2.114, 2.465, 1.375], [3.443, 0.939, 2.696], [2.297, 1.002, 4.058], [0.087, -2.253, -1.860], [0.950, -1.802, -1.058], [2.187, -1.892, -1.271], [0.482, -1.129, 0.000], [1.323, -0.140, 0.612], [0.472, 0.718, 1.536], [1.818, -3.584, -3.644], [1.779, 0.473, -0.178], [2.117, -0.655, 1.169], [0.003, -0.054, 2.174], [-0.130, 1.340, 0.851]],
  "s_squared": 0.75,
  "multiplicity": 2,
  "homo_energy_ha": [-0.074, -0.089],
  "max_force_ev_per_a": 4.0,
  "total_energy_ha": -883.93463,
  "charge": -1
}